(1)
DFT (ωB97M-V/def2-TZVPD) results for C5H4N2O in the gas phase.

## Properties
**HOMO**: -0.35933 hartree
**M**: 108.1 g mol⁻¹
**Structure (SMILES)**: [H]/N=C1\N=CC(=C)C1=O
**Energy relative to the best compared isomer or geometry (same formula, charge and spin)**: 200.06 kJ/mol
**Maximum force**: 5.85 eV/Å
**Kohn-Sham gap**: 8.96 eV

Geometry as XYZ:
```
12
Properties=species:S:1:pos:R:3:nbo_charge:R:1
C -2.18853 0.26097 -0.17022 -0.275
C -0.89774 0.13170 -0.05316 -0.223
C -0.22259 -1.16811 0.12099 0.136
C 1.54635 0.08900 -0.12692 0.269
C 0.32632 1.03224 0.03298 0.506
H -3.00073 -0.54622 -0.21028 0.231
H -2.44132 1.28329 0.06950 0.220
H -0.75189 -2.08297 0.28662 0.197
H 3.32541 -0.42793 -0.25342 0.341
N 1.09945 -1.15567 0.22737 -0.428
N 2.82600 0.38105 -0.13578 -0.534
O 0.37928 2.20266 0.21232 -0.440
```

(2)
DFT (ωB97M-V/def2-TZVPD) results for C4H6N2O in the gas phase.

## Properties
**HOMO**: -0.35556 hartree
**M**: 98.1 g mol⁻¹
**Structure (SMILES)**: C1=NN=COCC1
**Energy relative to the best compared isomer or geometry (same formula, charge and spin)**: 524.80 kJ/mol
**Maximum force**: 5.36 eV/Å
**Kohn-Sham gap**: 10.30 eV

Geometry as XYZ:
```
13
Properties=species:S:1:pos:R:3:nbo_charge:R:1
C 0.37866 -0.41025 1.52543 -0.088
C 0.15321 1.06312 0.95263 -0.549
C -1.00826 1.19168 0.07039 0.087
C 0.59332 -0.96485 -0.90562 0.348
H 1.05715 -0.73907 2.41017 0.231
H -0.60506 -0.99248 1.79820 0.207
H 0.07815 1.97941 1.66434 0.245
H 1.12370 1.14553 0.57051 0.257
H -1.81249 2.14159 0.21355 0.193
H 1.09788 -1.27550 -1.78536 0.204
N -1.28425 0.61518 -0.99664 -0.257
N -0.36843 -0.46567 -1.51325 -0.355
O 1.24099 -1.07304 0.35510 -0.523
```

Which of these has the highest energy relative to the best compared isomer or geometry (same formula, charge and spin)?
C4H6N2O

Which of these has the highest Kohn-Sham gap?
C4H6N2O